No. 1
92
Properties=species:S:1:pos:R:3:lowdin_spin:R:1 method="wB97M-V/def2-TZVPD" max_force_ev_per_a=0.9 e_lumo_ha="-0.207 / -0.240" spin_multiplicity=3 e_tot_ha=-3008.22961 charge=+2
Mo -0.8632 0.5255 -0.1633 1.532
C 0.5836 6.5386 1.4672 0.000
C 1.3432 5.4893 0.6643 0.000
N 0.4680 4.7361 -0.2324 -0.003
C -0.1071 3.5835 0.0978 -0.005
S -1.1322 2.8173 -1.0946 0.005
N 0.1134 3.0376 1.2644 -0.018
N -0.4599 1.8334 1.4449 -0.019
C -0.5674 1.4244 2.6809 0.060
C 0.0152 2.1475 3.8438 0.009
C -1.3692 0.2418 2.8223 0.014
C -1.6740 -0.3433 4.0504 0.010
C -2.5281 -1.4213 4.0874 0.013
C -3.0955 -1.8616 2.8931 0.008
C -2.7433 -1.2395 1.7192 0.014
N -1.8713 -0.2220 1.6550 0.012
H 1.2664 7.0549 2.1409 0.000
H 0.1283 7.2769 0.8072 0.000
H -0.2018 6.0667 2.0578 0.000
H 2.1127 5.9585 0.0513 0.000
H 1.8136 4.7688 1.3303 0.000
H 0.1621 5.1809 -1.0820 -0.001
H 0.7096 2.9054 3.4963 0.000
H -0.7736 2.6416 4.4171 0.004
H 0.5274 1.4402 4.4973 0.002
H -1.2393 0.0570 4.9542 0.001
H -2.7728 -1.9099 5.0207 0.000
H -3.8026 -2.6784 2.8795 0.000
H -3.1861 -1.5642 0.7894 0.001
C 3.5096 1.7239 0.5655 -0.007
C 2.2346 1.2005 0.7791 0.018
N 1.3706 0.9524 -0.1946 -0.019
C 1.7568 1.2598 -1.4644 0.011
C 3.0073 1.8433 -1.7733 -0.001
C 3.9014 2.0484 -0.7066 0.019
C 3.3004 2.1816 -3.1109 0.046
C 2.3984 1.8818 -4.0950 -0.005
C 1.1999 1.2144 -3.8027 0.050
C 0.8539 0.9142 -2.4969 -0.006
N -0.2975 0.2482 -2.0883 0.150
C -0.7400 -0.6615 -3.1015 0.014
C -1.7042 -0.3206 -4.0150 0.008
C -2.0338 -1.1888 -5.0723 0.000
C -1.3937 -2.3839 -5.2268 0.003
C -0.3748 -2.7693 -4.3278 0.000
C 0.3567 -3.9740 -4.4487 0.001
C 1.3881 -4.2187 -3.5907 -0.001
C 1.6872 -3.2617 -2.6014 0.001
N 1.0106 -2.1547 -2.4252 0.000
C -0.0210 -1.8937 -3.2673 0.005
H 4.1641 1.8767 1.4115 -0.001
H 1.9331 1.0029 1.8007 0.001
H 4.8887 2.4480 -0.9019 0.001
H 4.2354 2.6727 -3.3455 0.002
H 2.6071 2.1489 -5.1220 -0.001
H 0.5325 0.9516 -4.6099 0.002
H -2.2091 0.6346 -3.9313 0.000
H -2.7801 -0.8795 -5.7925 0.000
H -1.6280 -3.0290 -6.0645 0.000
H 0.1017 -4.6803 -5.2291 0.000
H 1.9796 -5.1206 -3.6656 0.000
H 2.5138 -3.4277 -1.9157 0.000
I -3.8933 2.5186 1.1324 0.009
C -3.9764 1.2063 -0.5032 0.009
C -5.1557 1.2132 -1.2274 -0.001
C -5.3598 0.2506 -2.2014 0.008
C -4.4137 -0.7514 -2.3422 -0.001
C -3.2671 -0.6850 -1.5857 0.012
N -2.9822 0.3173 -0.7263 0.009
H -5.9112 1.9534 -1.0103 0.000
H -6.2601 0.2539 -2.8006 0.000
H -4.5640 -1.5749 -3.0254 0.000
H -2.5340 -1.4761 -1.6453 0.002
O 4.6706 -2.3271 4.2086 0.000
C 3.6512 -2.9989 4.9103 0.000
N 2.5978 -3.3129 3.9729 0.000
C 1.7942 -2.3441 3.4863 0.000
O 1.7111 -1.2167 3.9460 0.000
C 0.9437 -2.7081 2.2946 0.001
C 0.3767 -3.9414 2.0086 0.002
C -0.4319 -4.0393 0.8844 0.000
C -0.6845 -2.9118 0.1260 0.003
N -0.1630 -1.7123 0.4068 0.005
C 0.6521 -1.6457 1.4533 0.008
H 5.2353 -1.8546 4.8286 0.000
H 3.2311 -2.3792 5.7031 0.000
H 4.0105 -3.9429 5.3238 0.000
H 2.7041 -4.1594 3.4385 0.000
H 0.5236 -4.7963 2.6572 0.000
H -0.8779 -4.9845 0.6084 0.000
H -1.3231 -2.9827 -0.7458 0.000
H 1.0902 -0.6935 1.6942 0.003

No. 2
9
Properties=species:S:1:pos:R:3:nbo_charge:R:1 method="wB97M-V/def2-TZVPD" max_force_ev_per_a=15.2 e_lumo_ha=0.023 spin_multiplicity=1 e_tot_ha=-321.24853 smiles="O=c1[nH]cco1" e_above_lowest_kj_mol=338.98
C 0.0411 -0.3277 -1.2087 0.822
C -0.1708 0.1584 0.9810 -0.145
C 0.8522 0.7094 0.5018 0.101
H -1.6293 -1.1763 0.0154 0.425
H -0.9004 0.2275 1.8759 0.232
H 1.4594 1.4873 0.9692 0.203
N -0.5125 -0.8454 -0.0987 -0.611
O -0.0520 -0.7474 -2.3751 -0.606
O 0.9123 0.5143 -0.6608 -0.422

No. 3
30
Properties=species:S:1:pos:R:3:nbo_charge:R:1 method="wB97M-V/def2-TZVPD" max_force_ev_per_a=5.2 e_lumo_ha=0.029 spin_multiplicity=1 e_tot_ha=-960.77208 smiles="CCCC/C=N/CCCC(Cl)=C=N" e_above_lowest_kj_mol=224.90
C 1.2642 -2.8286 2.3733 0.464
C -1.7681 -0.6637 2.4968 -0.408
C -0.9047 -1.9015 2.8500 -0.433
C -2.0921 -0.6636 0.9722 -0.227
C 0.4400 -1.8318 2.3554 -0.253
C 0.9373 3.3444 -3.0752 -0.583
C 0.2014 2.1014 -2.4955 -0.387
C 1.2508 1.0562 -2.0732 -0.389
C 0.7796 -0.2443 -1.3843 -0.479
C -0.3719 -0.0299 -0.4174 0.173
N 2.0104 -3.7175 2.5307 -0.606
N -0.9170 -0.9382 0.2169 -0.446
Cl 1.1576 -0.2340 2.0801 -0.026
H -2.6654 -0.5142 3.1959 0.221
H -1.0746 0.1404 2.6705 0.213
H -0.9851 -1.9622 4.0153 0.208
H -1.5232 -2.8104 2.4731 0.228
H -2.9958 -1.2804 0.6312 0.209
H -2.5146 0.4649 0.7117 0.143
H 1.4967 3.8630 -2.2618 0.197
H 1.5914 2.9594 -3.8349 0.196
H 0.2207 3.8907 -3.4960 0.199
H -0.5775 1.8667 -3.2289 0.193
H -0.3229 2.4331 -1.7028 0.185
H 1.8892 1.6115 -1.4889 0.192
H 1.8565 0.7936 -2.9058 0.201
H 1.7112 -0.5339 -0.8487 0.244
H 0.1940 -0.8187 -2.1305 0.232
H 2.3090 -4.5198 2.0432 0.403
H -0.5970 0.9675 -0.2722 0.135

No. 4
12
Properties=species:S:1:pos:R:3:nbo_charge:R:1 method="wB97M-V/def2-TZVPD" max_force_ev_per_a=0.5 e_lumo_ha=0.025 spin_multiplicity=1 e_tot_ha=-302.63541 smiles="O=C1N=CCN1.[H][H]" e_above_lowest_kj_mol=151.45
O 2.6183 -0.1018 -0.9217 -0.575
C 1.4290 -0.0321 -0.7451 0.739
N 0.7030 1.0762 -0.3733 -0.633
C -0.6966 0.7901 -0.2676 -0.300
C -0.6618 -0.6716 -0.6355 0.144
N 0.4954 -1.1334 -0.8936 -0.433
H 1.1312 1.9739 -0.2269 0.419
H -1.3190 1.3654 -0.9648 0.219
H -1.0997 0.9330 0.7434 0.220
H -0.7011 -1.3145 2.7725 -0.003
H -1.5574 -1.2891 -0.6727 0.200
H -0.3414 -1.5962 2.1855 0.002

No. 5
91
Properties=species:S:1:pos:R:3:lowdin_charge:R:1 method="wB97M-V/def2-TZVPD" max_force_ev_per_a=5.4 e_lumo_ha="-0.547 / -0.547" spin_multiplicity=1 e_tot_ha=-4696.10434 charge=+4
N -5.7409 1.8604 -1.5468 0.138
C -5.2181 2.3971 -0.4422 -0.060
C -3.8548 2.2666 -0.1235 0.006
C -3.0093 1.6129 -1.0405 -0.216
C -3.5837 1.0341 -2.1916 -0.016
C -4.9659 1.1942 -2.3963 -0.066
C -1.5193 1.6866 -0.8780 -0.169
Zr 0.1297 0.3088 -0.2796 1.443
P 2.5935 -0.4352 -0.0924 0.898
C -0.6526 1.3388 -1.9989 -0.283
C 0.3879 2.2897 -2.4337 -0.226
C 0.6336 2.3398 -3.8270 0.021
C 1.8783 2.7114 -4.2850 -0.044
C 2.7619 3.3391 -3.3698 -0.673
C 2.4981 3.3997 -1.9995 -0.104
C 1.2570 2.9297 -1.5362 -0.053
Br 4.2186 4.1892 -4.0910 1.006
H -1.2414 2.5550 -0.2488 0.144
H -1.0400 0.6883 -2.7847 0.108
H -3.4779 2.7411 0.7909 0.128
H -2.9900 0.5084 -2.9337 0.107
H -5.9089 2.9560 0.2081 0.144
H -5.4001 0.7732 -3.3037 0.141
H -0.1957 2.0781 -4.5049 0.154
H 0.9810 3.1058 -0.4929 0.104
H 2.2165 2.5165 -5.2986 0.133
H 3.2541 3.8196 -1.3346 0.129
P -1.4072 -1.9310 -0.7623 0.914
C 3.7227 1.0416 0.0261 -0.359
C 5.2363 0.9147 0.1877 -0.094
H 3.3433 1.7041 0.8145 0.063
H 3.5500 1.5698 -0.9217 0.050
H 5.6500 1.9055 0.4233 0.110
H 5.5397 0.2538 0.9986 0.055
H 5.7267 0.5515 -0.7204 0.090
C 3.4538 -1.3286 -1.4217 -0.370
C 4.7699 -2.0385 -1.0812 -0.099
H 3.6362 -0.5807 -2.2029 0.096
H 2.7396 -2.0487 -1.8439 0.071
H 5.3008 -2.2899 -2.0116 0.112
H 5.4538 -1.4134 -0.4931 0.053
H 4.5928 -2.9666 -0.5215 0.093
C 2.8884 -1.4540 1.4691 -0.342
C 4.2638 -1.5172 2.1268 -0.102
H 2.5548 -2.4699 1.2012 0.096
H 2.1632 -1.1104 2.2239 0.063
H 4.1736 -2.0721 3.0706 0.108
H 5.0021 -2.0605 1.5196 0.082
H 4.6456 -0.5203 2.3802 0.074
C -1.4718 -3.0797 0.6719 -0.391
C -2.0107 -4.4958 0.4210 -0.094
H -2.0804 -2.5829 1.4432 0.060
H -0.4488 -3.1259 1.0714 0.077
H -3.0844 -4.5060 0.1886 0.088
H -1.4690 -5.0150 -0.3790 0.083
H -1.8759 -5.0856 1.3367 0.104
C -0.5378 -2.9182 -2.0452 -0.387
C -0.4804 -2.2379 -3.4163 -0.124
H -1.0657 -3.8831 -2.1196 0.099
H 0.4774 -3.1131 -1.6701 0.078
H -1.4837 -2.0430 -3.8239 0.083
H 0.0658 -1.2812 -3.3967 0.051
H 0.0365 -2.8963 -4.1306 0.106
C -3.1406 -2.1536 -1.3869 -0.351
C -4.2653 -1.7132 -0.4551 -0.110
H -3.2419 -3.2286 -1.6071 0.106
H -3.2196 -1.6219 -2.3466 0.069
H -5.2273 -1.9567 -0.9303 0.111
H -4.2492 -2.2201 0.5210 0.080
H -4.2644 -0.6265 -0.3062 0.045
C -3.1674 0.0259 3.4798 0.004
N -1.8995 0.7105 3.7145 -0.104
C -1.8094 1.5247 4.9121 0.002
C -0.9748 0.7925 2.7465 -0.374
N -1.1866 0.2437 1.5421 0.007
N 0.1704 1.5092 2.9389 -0.089
C 0.9547 1.4056 4.1716 -0.004
C 0.9597 1.6153 1.7026 -0.120
H -3.6481 -0.0627 4.4685 0.123
H -3.0156 -0.9869 3.0666 0.096
H -3.8421 0.6057 2.8126 0.116
H -1.1482 1.0380 5.6427 0.110
H -1.4148 2.5229 4.6788 0.114
H -2.8169 1.5831 5.3297 0.116
H -2.1371 -0.1189 1.4614 0.048
H 2.0227 1.3775 3.9112 0.108
H 0.8138 2.2930 4.8066 0.117
H 0.7202 0.4868 4.7387 0.121
H 1.3731 0.5776 1.4947 0.004
H 0.2796 1.9812 0.8790 0.032
H 1.7917 2.3152 1.8353 0.136

No. 6
14
Properties=species:S:1:pos:R:3:nbo_charge:R:1 method="wB97M-V/def2-TZVPD" max_force_ev_per_a=5.0 e_lumo_ha=0.037 spin_multiplicity=1 e_tot_ha=-572.57045 smiles=NCCCS e_above_lowest_kj_mol=182.85
C -1.4057 -1.1088 0.4898 -0.201
C -0.3363 -0.0171 0.2575 -0.446
C 0.5333 -0.3380 -0.9303 -0.465
S 1.7353 1.1848 -0.6972 -0.119
N -2.2528 -0.7417 1.5707 -0.850
H -0.7807 -2.1308 0.5798 0.185
H -1.8181 -1.1467 -0.6352 0.149
H -1.0040 0.8656 0.2189 0.212
H 0.3935 0.0048 1.0995 0.213
H -0.0624 -0.0950 -1.8647 0.223
H 1.0600 -1.3533 -0.8188 0.233
H 2.9820 0.6404 -0.7978 0.130
H -2.3874 -1.5455 2.0115 0.359
H -3.1264 -0.2213 1.4644 0.378